No. 1
C3H3FInO2 | wB97M-V/def2-TZVPD

Positions of all 10 atoms, in Å:
H 0.9353 -1.2682 0.4049
H -0.9236 -0.6997 -1.3428
O -1.6650 0.4655 0.2200
O 0.2359 0.8278 1.1435
C -0.8653 -0.6477 -0.2527
C 0.5538 -0.2064 0.2662
C -1.0244 1.2758 1.0071
H -1.2353 -1.5585 0.2271
F 1.1785 0.2546 -0.9077
In 2.8100 1.5568 -0.7656

Cartesian forces (eV/Å) of the 2 atoms listed first:
H 1.14 1.98 1.72
H -0.17 0.09 0.16

Summary:
spin multiplicity: 2
LUMO energy (alpha / beta): -10.8546 / -14.0350 eV
net charge: +2
⟨S²⟩: 0.757
largest force on an atom: 7.409 eV Å⁻¹
DFT total energy: -555.70122 hartree
orbital gap (alpha / beta): 0.3128 / 0.1959 Eh

No. 2
C30H34BF4N6O3S3SeZr | wB97M-V/def2-TZVPD

Positions of all 83 atoms, in Å:
Zr -0.8549 -1.2162 1.9192
C -3.5119 -1.1765 7.2359
S -2.3239 -2.3432 6.5597
C -1.9056 -1.6601 5.0269
S -0.8685 -2.6928 4.0925
N -2.3201 -0.4517 4.7471
N -2.1067 -0.1071 3.4362
C -2.2616 1.1165 3.1138
C -2.4249 1.4045 1.6710
C -2.8272 2.6387 1.2144
C -3.2540 2.7455 -0.1061
C -3.2705 1.6168 -0.9065
C -2.7773 0.4289 -0.3877
N -2.3287 0.3377 0.8604
H -3.5783 -1.4118 8.2970
H -3.1621 -0.1574 7.1017
H -4.4826 -1.3109 6.7653
H -2.4374 1.8804 3.8626
H -2.8473 3.4835 1.8903
H -3.6034 3.6959 -0.4913
H -3.6494 1.6431 -1.9198
H -2.7406 -0.4782 -0.9758
O 3.2597 -2.8506 0.8762
S 2.5310 -2.9846 2.0949
O 2.0372 -4.2488 2.5278
N 1.2759 -1.8720 2.0916
C 1.4479 -0.9303 3.0029
O 0.5022 -0.0726 3.1118
C 2.6663 -1.0353 3.8075
C 3.1043 -0.2365 4.8436
C 4.2907 -0.5964 5.4697
C 4.9991 -1.7251 5.0613
C 4.5523 -2.5307 4.0179
C 3.3753 -2.1551 3.4083
H 2.5365 0.6306 5.1538
H 4.6685 0.0017 6.2878
H 5.9159 -1.9886 5.5718
H 5.1015 -3.4101 3.7069
C 2.8901 1.8478 -2.8506
C 2.8403 2.9427 -1.7810
C 1.5880 3.8234 -1.8208
C 0.3487 3.2202 -1.1743
N -0.1472 2.0330 -1.8863
C -0.0030 0.7531 -1.5092
Se 0.7590 0.1825 0.0934
N -0.4873 -0.0377 -2.4796
C -0.4073 -1.5159 -2.5059
C 0.9902 -1.9977 -2.8748
C 1.4058 -1.6975 -4.3131
C 0.6202 -2.4942 -5.3512
C -0.9913 0.7625 -3.5084
C -1.6455 0.4453 -4.6950
C -2.0570 1.5051 -5.4798
C -1.8308 2.8378 -5.0958
C -1.1818 3.1477 -3.9164
C -0.7673 2.0750 -3.1335
H 3.9002 1.4480 -2.9458
H 2.5995 2.2409 -3.8289
H 2.2424 0.9976 -2.6243
H 3.7052 3.5939 -1.9140
H 2.9398 2.4976 -0.7865
H 1.3685 4.0926 -2.8590
H 1.7770 4.7592 -1.2895
H -0.4669 3.9448 -1.1474
H 0.5556 2.9050 -0.1539
H -1.1641 -1.8613 -3.2085
H -0.6887 -1.8779 -1.5249
H 1.0206 -3.0768 -2.6975
H 1.6959 -1.5529 -2.1697
H 2.4656 -1.9369 -4.4150
H 1.3209 -0.6228 -4.5101
H 0.6435 -3.5621 -5.1208
H 1.0397 -2.3637 -6.3491
H -0.4286 -2.1960 -5.4074
H -1.8309 -0.5766 -4.9932
H -2.5651 1.3034 -6.4138
H -2.1758 3.6382 -5.7368
H -1.0063 4.1739 -3.6202
F -0.8883 -3.0262 0.8060
B -2.3936 -3.2513 0.7481
F -2.7680 -2.2302 1.7664
F -2.7438 -4.4762 1.1133
F -2.8052 -2.7987 -0.4761

Cartesian forces (eV/Å) of the 2 atoms listed first:
Zr -0.16 -0.10 0.20
C 0.02 0.08 0.00

Summary:
spin multiplicity: 1
LUMO energy: -3.9490 eV
net charge: +1
largest force on an atom: 0.806 eV Å⁻¹
DFT total energy: -5785.43111 hartree
orbital gap: 0.2601 Eh

No. 3
C2H6NO | wB97M-V/def2-TZVPD

Positions of all 10 atoms, in Å:
C 1.0273 -0.0693 0.3095
C 0.0347 -0.0514 -0.7062
N -0.3031 -0.6977 0.5177
O -0.8063 1.5560 -0.4313
H 1.8030 -0.8752 0.2705
H 1.1206 0.7227 0.9049
H -0.0876 -0.5373 -1.7062
H -0.4158 -1.6521 0.6958
H -0.9453 -0.2424 1.2215
H -1.4273 1.8468 -1.0763

Cartesian forces (eV/Å) of the 2 atoms listed first:
C 1.23 -4.49 -1.42
C -3.74 4.55 -1.89

Summary:
spin multiplicity: 1
LUMO energy: -4.6001 eV
net charge: +1
largest force on an atom: 6.182 eV Å⁻¹
DFT total energy: -209.40487 hartree
orbital gap: 0.4244 Eh

No. 4
C18H19O6 | wB97M-V/def2-TZVPD

Positions of all 43 atoms, in Å:
C -3.0903 -0.9854 3.5384
C -2.0567 -0.0019 3.0246
C -0.7900 -0.5039 2.5604
C 0.4023 0.0381 3.1877
C 1.4776 -0.9206 3.6390
O 0.5485 1.2641 3.3167
O -2.3315 1.2132 3.0408
H -2.6901 -2.0015 3.6218
H -3.4579 -0.6442 4.5158
H -3.9437 -0.9762 2.8489
H -0.7563 -1.4478 2.0159
H 1.0738 -1.9115 3.8657
H 2.2129 -1.0008 2.8320
H 1.9819 -0.5151 4.5227
C 3.0470 -0.2644 -2.9759
C 2.5611 -1.4981 -2.2288
C 3.3012 -2.7580 -2.6768
O 2.7965 -1.3739 -0.8086
C 2.0725 -0.4182 -0.1484
O 2.5354 0.1037 0.8429
C 0.7364 -0.1086 -0.6771
C -0.1065 0.7141 0.0251
C -1.1538 1.4849 -0.6192
C -1.1096 1.8131 -2.0015
C -2.1663 2.4927 -2.6085
C -3.2911 2.8768 -1.8590
C -3.2959 2.6620 -0.4714
C -2.2199 2.0243 0.1290
C 0.2388 -0.9363 -1.8129
O -0.9238 -1.0119 -2.1446
O 1.1547 -1.7297 -2.4581
H 2.5375 0.6505 -2.6376
H 4.1307 -0.1609 -2.8156
H 2.8682 -0.4040 -4.0521
H 2.9401 -3.6102 -2.0952
H 3.1225 -2.9355 -3.7413
H 4.3721 -2.6243 -2.4988
H 0.1188 0.9564 1.0621
H -0.2445 1.5041 -2.5900
H -2.1193 2.7001 -3.6837
H -4.1352 3.3814 -2.3388
H -4.1421 2.9816 0.1441
H -2.2058 1.8815 1.2102

Cartesian forces (eV/Å) of the 2 atoms listed first:
C -0.34 -0.20 -0.20
C 0.49 1.09 -0.87

Summary:
spin multiplicity: 1
LUMO energy: 2.2081 eV
net charge: -1
largest force on an atom: 1.807 eV Å⁻¹
DFT total energy: -1148.77375 hartree
orbital gap: 0.2052 Eh

No. 5
C10H12BrNPYb | wB97M-V/def2-TZVPD

Positions of all 26 atoms, in Å:
C 0.4443 -1.0201 -3.2537
C 1.5336 -0.1486 -3.0051
C 2.2211 -0.6188 -1.8463
C 1.6105 -1.8324 -1.4083
C 0.4898 -2.0868 -2.2316
Yb -0.3382 0.0513 -0.9654
P -3.0748 0.2290 -1.4756
H -0.2519 -1.0006 -4.1078
H 1.7581 0.7581 -3.5759
H 3.0970 -0.1383 -1.3816
H -0.1637 -2.9771 -2.2224
H 1.9168 -2.4473 -0.5516
H -3.9858 -0.8745 -1.4621
H -3.5919 0.8547 -2.6566
H -3.7848 1.0489 -0.5325
Br -2.2083 2.2570 4.2364
C -0.8045 1.4424 3.2747
C 0.4182 1.2032 3.8884
C 1.4404 0.5955 3.1511
C 1.2132 0.2476 1.8231
N 0.0206 0.5009 1.2397
C -0.9920 1.0808 1.9370
H 0.5670 1.4854 4.9238
H 2.4174 0.3835 3.5839
H 1.9838 -0.2379 1.2087
H -1.9359 1.2440 1.4097

Cartesian forces (eV/Å) of the 2 atoms listed first:
C -0.05 -1.33 0.68
C -0.52 -0.02 0.51

Summary:
spin multiplicity: 2
LUMO energy (alpha / beta): -0.4926 / -0.5112 eV
net charge: 0
⟨S²⟩: 0.767
largest force on an atom: 2.610 eV Å⁻¹
DFT total energy: -4516.96464 hartree
orbital gap (alpha / beta): 0.1397 / 0.2693 Eh

Which value of net charge does entry 1 give? +2

Which of these has the lowest DFT total energy? C30H34BF4N6O3S3SeZr

Repeat the second record exactly.
C30H34BF4N6O3S3SeZr | wB97M-V/def2-TZVPD

Positions of all 83 atoms, in Å:
Zr -0.8549 -1.2162 1.9192
C -3.5119 -1.1765 7.2359
S -2.3239 -2.3432 6.5597
C -1.9056 -1.6601 5.0269
S -0.8685 -2.6928 4.0925
N -2.3201 -0.4517 4.7471
N -2.1067 -0.1071 3.4362
C -2.2616 1.1165 3.1138
C -2.4249 1.4045 1.6710
C -2.8272 2.6387 1.2144
C -3.2540 2.7455 -0.1061
C -3.2705 1.6168 -0.9065
C -2.7773 0.4289 -0.3877
N -2.3287 0.3377 0.8604
H -3.5783 -1.4118 8.2970
H -3.1621 -0.1574 7.1017
H -4.4826 -1.3109 6.7653
H -2.4374 1.8804 3.8626
H -2.8473 3.4835 1.8903
H -3.6034 3.6959 -0.4913
H -3.6494 1.6431 -1.9198
H -2.7406 -0.4782 -0.9758
O 3.2597 -2.8506 0.8762
S 2.5310 -2.9846 2.0949
O 2.0372 -4.2488 2.5278
N 1.2759 -1.8720 2.0916
C 1.4479 -0.9303 3.0029
O 0.5022 -0.0726 3.1118
C 2.6663 -1.0353 3.8075
C 3.1043 -0.2365 4.8436
C 4.2907 -0.5964 5.4697
C 4.9991 -1.7251 5.0613
C 4.5523 -2.5307 4.0179
C 3.3753 -2.1551 3.4083
H 2.5365 0.6306 5.1538
H 4.6685 0.0017 6.2878
H 5.9159 -1.9886 5.5718
H 5.1015 -3.4101 3.7069
C 2.8901 1.8478 -2.8506
C 2.8403 2.9427 -1.7810
C 1.5880 3.8234 -1.8208
C 0.3487 3.2202 -1.1743
N -0.1472 2.0330 -1.8863
C -0.0030 0.7531 -1.5092
Se 0.7590 0.1825 0.0934
N -0.4873 -0.0377 -2.4796
C -0.4073 -1.5159 -2.5059
C 0.9902 -1.9977 -2.8748
C 1.4058 -1.6975 -4.3131
C 0.6202 -2.4942 -5.3512
C -0.9913 0.7625 -3.5084
C -1.6455 0.4453 -4.6950
C -2.0570 1.5051 -5.4798
C -1.8308 2.8378 -5.0958
C -1.1818 3.1477 -3.9164
C -0.7673 2.0750 -3.1335
H 3.9002 1.4480 -2.9458
H 2.5995 2.2409 -3.8289
H 2.2424 0.9976 -2.6243
H 3.7052 3.5939 -1.9140
H 2.9398 2.4976 -0.7865
H 1.3685 4.0926 -2.8590
H 1.7770 4.7592 -1.2895
H -0.4669 3.9448 -1.1474
H 0.5556 2.9050 -0.1539
H -1.1641 -1.8613 -3.2085
H -0.6887 -1.8779 -1.5249
H 1.0206 -3.0768 -2.6975
H 1.6959 -1.5529 -2.1697
H 2.4656 -1.9369 -4.4150
H 1.3209 -0.6228 -4.5101
H 0.6435 -3.5621 -5.1208
H 1.0397 -2.3637 -6.3491
H -0.4286 -2.1960 -5.4074
H -1.8309 -0.5766 -4.9932
H -2.5651 1.3034 -6.4138
H -2.1758 3.6382 -5.7368
H -1.0063 4.1739 -3.6202
F -0.8883 -3.0262 0.8060
B -2.3936 -3.2513 0.7481
F -2.7680 -2.2302 1.7664
F -2.7438 -4.4762 1.1133
F -2.8052 -2.7987 -0.4761

Cartesian forces (eV/Å) of the 2 atoms listed first:
Zr -0.16 -0.10 0.20
C 0.02 0.08 0.00

Summary:
spin multiplicity: 1
LUMO energy: -3.9490 eV
net charge: +1
largest force on an atom: 0.806 eV Å⁻¹
DFT total energy: -5785.43111 hartree
orbital gap: 0.2601 Eh

Which of these has the lowest largest force on an atom? C30H34BF4N6O3S3SeZr